Entry A
A single C2H6O2 molecule, computed with ωB97M-V/def2-TZVPD.

SMILES: COCO
2S+1: 1
HOMO energy: -9.56 eV

Element x y z (Å)
O: 0.494 0.736 0.074
O: -1.310 -0.673 -0.133
C: -0.885 0.631 -0.073
C: 1.344 -0.391 -0.119
H: 0.911 -0.793 -0.843
H: -1.444 1.252 -1.023
H: 1.262 -1.088 0.829
H: 2.349 0.168 -0.267
H: -1.308 1.064 0.885
H: -1.412 -0.905 0.671

***

Entry B
2 unconnected molecules or ions with the total composition C2H6O2, computed with ωB97M-V/def2-TZVPD.

SMILES: C=CO.O
2S+1: 1
HOMO energy: -9.23 eV

Element x y z (Å)
O: -0.076 1.273 -2.595
O: 1.381 0.200 0.786
C: 0.368 -0.349 1.420
C: -0.731 -0.953 0.811
H: -0.439 1.078 -1.684
H: 2.235 -0.216 0.885
H: -0.984 -0.682 -0.300
H: 0.491 -0.104 2.452
H: -1.454 -1.493 1.444
H: -0.790 1.246 -3.220

***

Which is most stable, and by how much? entry B, by 25.8 kcal/mol.

***

Entry A
A molecular structure, C44H44N4O10S2Se2Ta, computed with ωB97M-V/def2-TZVPD.

Total charge: -1
2S+1: 1
HOMO energy: -3.84 eV

Element x y z (Å)
Ta: 0.554 -0.932 0.877
Se: 3.033 -1.674 0.447
Se: 0.505 -2.949 2.470
S: 6.235 5.712 -2.505
S: -1.372 -1.921 -0.831
O: 1.282 0.695 -3.002
O: 4.719 4.484 -4.316
O: -5.665 0.353 2.229
O: 1.139 0.076 -0.855
O: 2.932 -5.138 3.538
O: -2.274 -2.490 0.129
O: 2.015 -6.289 -0.486
O: 0.487 1.453 1.072
O: -1.008 -0.453 1.876
O: 0.093 -2.302 -0.517
N: -1.495 -0.397 -0.937
N: -4.093 -2.126 5.196
N: -3.564 0.038 6.066
N: 1.447 -0.093 2.910
C: 5.443 4.526 -1.465
C: 1.044 -4.493 1.436
C: 0.936 0.781 5.128
C: -3.309 -0.093 2.079
C: -0.856 -3.855 -4.323
C: -1.417 1.038 6.129
C: 2.892 0.056 3.142
C: -0.582 -3.227 -3.117
C: 3.269 0.500 4.551
C: -3.205 -3.505 -3.993
C: 0.649 0.351 -2.031
C: -2.256 -0.090 5.732
C: -2.052 0.384 1.755
C: -2.985 2.523 1.211
C: -2.955 -2.878 -2.785
C: 4.054 4.072 0.445
C: -4.382 -0.963 5.782
C: -0.081 1.293 5.992
C: 5.704 3.165 -1.597
C: 0.631 0.289 3.868
C: 2.971 -3.601 0.071
C: 5.150 2.266 -0.704
C: 5.506 5.362 -4.104
C: -2.163 -3.999 -4.777
C: -2.798 -2.259 4.883
C: 5.996 6.301 -5.186
C: -0.512 2.167 0.973
C: -1.639 -2.749 -2.356
C: 3.385 -4.380 2.414
C: -5.833 -0.946 2.798
C: -0.293 3.581 0.509
C: 4.345 2.712 0.348
C: 3.437 1.019 2.156
C: -1.853 -1.287 5.116
C: 3.865 1.790 1.343
C: -4.247 2.068 1.510
C: 2.823 -6.004 0.663
C: 2.540 -4.584 1.155
C: 4.599 4.975 -0.456
C: -4.403 0.743 1.948
C: 2.352 0.873 5.443
C: -1.857 1.698 1.324
C: -0.871 0.258 -2.098
C: -2.444 -4.648 -6.107
H: -3.763 -2.504 -2.168
H: -4.229 -3.617 -4.334
H: -2.371 -3.915 -6.915
H: -6.893 -1.045 3.006
H: 3.369 -0.901 2.928
H: 2.604 -6.705 1.475
H: -2.862 3.548 0.885
H: -3.383 -1.119 2.405
H: 2.339 -3.734 -0.805
H: 6.336 2.815 -2.402
H: 2.156 -7.206 -0.734
H: -0.831 -1.479 4.844
H: 5.336 1.203 -0.803
H: -0.036 -4.237 -4.922
H: -2.504 -3.191 4.410
H: -5.524 -1.724 2.097
H: 6.741 7.006 -4.818
H: -5.422 -0.817 6.059
H: 4.408 -4.711 2.214
H: 0.740 3.674 0.185
H: -1.138 -0.215 -3.044
H: -1.726 -5.441 -6.318
H: -0.961 3.826 -0.318
H: 5.138 6.851 -5.574
H: 3.416 -3.317 2.652
H: -0.407 0.231 3.622
H: -0.487 4.286 1.322
H: -1.252 1.279 -2.129
H: 4.331 0.509 4.773
H: -5.265 -1.049 3.723
H: 4.376 6.032 -0.374
H: 0.480 -4.486 0.508
H: 0.437 -3.115 -2.768
H: -3.448 -5.074 -6.136
H: -1.975 1.736 6.742
H: 3.402 4.414 1.239
H: 2.154 -4.677 3.880
H: -5.119 2.703 1.432
H: 0.718 -5.355 2.016
H: 6.417 5.710 -5.999
H: 4.001 -3.809 -0.222
H: 2.652 1.202 6.434
H: 0.273 2.093 6.644
H: 3.887 -6.088 0.410

***

Entry B
A molecular structure, C44H44N4O10S2Se2Ta, computed with ωB97M-V/def2-TZVPD.

Total charge: -1
2S+1: 1
HOMO energy: -4.22 eV

Element x y z (Å)
Ta: -0.374 -0.749 -0.590
Se: -0.500 -2.124 -2.820
Se: -1.982 0.935 -1.759
S: -1.425 -2.722 0.864
S: 6.741 1.436 -6.105
O: -1.118 0.665 -4.790
O: 1.201 -1.867 -0.571
O: 3.593 -5.884 0.165
O: -5.094 -2.002 -3.860
O: -2.090 -1.724 -0.091
O: -0.991 0.451 0.897
O: -0.808 -3.811 0.157
O: 1.622 0.105 1.023
O: 7.209 3.210 -4.174
O: -0.564 1.357 2.916
N: -4.573 4.197 1.339
N: 0.307 2.764 -0.369
N: -4.477 2.045 2.367
N: -0.394 -2.034 1.793
C: -0.857 -1.003 2.750
C: -5.186 -3.601 2.009
C: -2.499 3.359 2.131
C: -0.765 0.413 2.191
C: -1.457 5.898 0.644
C: -6.213 -5.578 3.187
C: -4.203 -1.305 -4.738
C: 3.841 -4.096 1.648
C: 3.133 1.960 -4.361
C: -3.166 2.226 2.553
C: 5.180 0.075 -4.320
C: 4.244 2.129 -5.174
C: -5.021 -4.817 2.661
C: 9.131 2.656 -5.484
C: 3.241 -4.617 0.493
C: 2.358 -3.858 -0.246
C: -3.300 0.134 -2.965
C: -3.731 -5.327 2.816
C: 0.940 5.189 0.811
C: -0.622 3.685 -0.158
C: -4.095 -2.909 1.497
C: 1.555 3.029 0.009
C: 3.534 -2.813 2.033
C: -2.697 5.648 1.052
C: 1.907 0.662 -2.635
C: -2.824 -3.443 1.653
C: 1.919 4.234 0.596
C: -2.916 -0.917 -4.008
C: 4.066 -0.092 -3.512
C: 2.973 -6.444 -0.987
C: 5.277 1.200 -5.141
C: 3.031 0.860 -3.507
C: -2.369 -2.183 -3.345
C: 2.054 -2.558 0.157
C: 7.673 2.586 -5.086
C: -3.251 4.346 1.508
C: 2.307 -0.640 1.715
C: -2.634 -4.652 2.315
C: 2.651 -2.010 1.298
C: -0.374 4.909 0.454
C: -1.972 -0.407 -5.123
C: -5.104 3.050 1.756
C: 2.827 -0.103 3.026
C: 1.036 0.369 -1.841
H: -2.576 -0.034 -5.957
H: 3.998 -2.410 2.925
H: 2.284 2.249 -0.187
H: -2.944 -2.428 -2.455
H: 1.840 -4.226 -1.121
H: 9.691 2.029 -4.788
H: -6.181 -3.191 1.882
H: 3.905 0.068 2.958
H: 2.324 0.840 3.227
H: -1.431 3.451 2.288
H: -6.057 -6.654 3.111
H: 2.949 4.416 0.878
H: 2.641 -0.803 3.843
H: -4.682 -0.397 -5.119
H: -4.072 -0.296 -2.332
H: -6.391 -5.343 4.241
H: -1.632 -5.057 2.407
H: -3.588 -6.276 3.323
H: 3.337 -7.463 -1.060
H: -3.701 1.016 -3.467
H: -1.624 3.437 -0.504
H: 1.186 6.142 1.270
H: 3.246 -5.892 -1.888
H: -1.899 -1.156 3.048
H: -2.624 1.436 3.062
H: -7.117 -5.319 2.635
H: 5.977 -0.660 -4.322
H: 2.326 2.683 -4.382
H: -3.940 -1.943 -5.593
H: 4.316 2.985 -5.834
H: 9.292 2.280 -6.495
H: -5.857 -2.286 -4.370
H: -0.508 0.376 -4.093
H: -1.397 -1.270 -5.478
H: -6.169 2.926 1.591
H: -4.231 -1.976 0.964
H: -1.206 6.926 0.391
H: -0.246 -1.048 3.646
H: -2.446 -3.023 -4.038
H: 9.491 3.680 -5.393
H: 1.886 -6.448 -0.889
H: -3.421 6.455 1.064
H: 4.523 -4.717 2.215
H: 3.971 -0.958 -2.867

***

Which is most stable, and by how much? entry A, by 7.5 kcal/mol.

***

Entry A
A single C6H7NO3 molecule, computed with ωB97M-V/def2-TZVPD.

SMILES: C=C=C[C@H](C(C)=O)[N+](=O)[O-]
2S+1: 1
HOMO energy: -9.67 eV

Element x y z (Å)
O: 1.324 -1.554 1.554
O: 1.561 1.506 -0.584
O: 1.641 -1.904 -0.551
N: 1.055 -1.390 0.401
C: -2.866 -0.919 -1.842
C: 0.122 -0.285 0.127
C: 0.927 0.975 0.364
C: 0.978 1.481 1.741
C: -1.623 -0.691 -1.617
C: -0.226 -0.430 -1.396
H: -0.885 -0.344 0.617
H: 1.874 1.021 2.394
H: 0.463 -0.716 -2.138
H: -3.563 -0.126 -2.111
H: -3.309 -1.833 -1.585
H: 1.242 2.588 1.650
H: 0.068 1.388 2.295

***

Entry B
A molecular structure, C6H7NO3, computed with ωB97M-V/def2-TZVPD.

2S+1: 1
HOMO energy: -10.38 eV

Element x y z (Å)
O: -2.997 2.319 -0.891
O: 1.637 -0.353 -0.767
O: -0.150 -2.508 -0.406
N: -0.790 1.298 -2.346
C: -0.485 0.687 -1.397
C: 0.291 -0.019 -0.384
C: 1.955 -0.322 0.629
C: -0.215 -1.326 0.310
C: 0.817 -1.005 1.379
C: 0.765 0.476 1.021
H: -2.358 2.588 -0.224
H: -2.519 2.373 -1.804
H: 0.755 -2.638 -0.714
H: 2.995 -0.296 0.943
H: -1.234 -1.197 0.691
H: 0.938 -1.456 2.362
H: 0.594 1.380 1.599

***

Entry C
2 unconnected molecules or ions with the total composition C6H7NO3, computed with ωB97M-V/def2-TZVPD.

SMILES: O=C1O[C@H]2C=C[C@@H]3[C@H]2N13.O
2S+1: 1
HOMO energy: -9.72 eV

Element x y z (Å)
O: 2.071 -0.590 1.486
O: 0.611 3.080 2.028
O: 1.621 -0.575 -0.710
N: 0.079 0.352 0.682
C: -0.266 -1.896 -1.219
C: 1.346 -0.301 0.576
C: -1.186 -0.405 0.319
C: -0.480 0.437 -0.660
C: 0.379 -0.546 -1.468
C: -1.064 -1.821 -0.145
H: 0.612 -0.272 -2.498
H: -2.052 -0.064 0.883
H: -1.548 -2.655 0.359
H: -0.361 3.191 1.897
H: 1.014 3.463 1.244
H: -0.815 1.403 -1.038
H: 0.040 -2.803 -1.737

***

Which is most stable, and by how much? entry C, by 46.8 kcal/mol.

***

Entry A
A molecular structure, C4H8O, computed with ωB97M-V/def2-TZVPD.

2S+1: 1
HOMO energy: -8.95 eV

Element x y z (Å)
O: -1.751 -0.650 0.205
C: 0.805 -1.338 0.454
C: -0.254 1.698 0.193
C: 0.210 0.414 -0.475
C: -0.779 -0.611 -0.540
H: 0.494 2.496 0.221
H: 0.808 0.592 -1.379
H: -0.581 -1.284 -1.394
H: -1.102 2.103 -0.397
H: 0.924 -1.024 1.485
H: 0.180 -2.259 0.509
H: -0.671 1.487 1.176
H: 1.717 -1.624 -0.058

***

Entry B
2 unconnected molecules or ions with the total composition C4H8O, computed with ωB97M-V/def2-TZVPD.

SMILES: C=C1CC1.O
2S+1: 1
HOMO energy: -10.00 eV

Element x y z (Å)
O: 1.414 -1.141 -1.634
C: -1.404 0.558 -0.302
C: -0.182 0.493 0.507
C: 0.925 1.081 0.926
C: -1.044 -0.693 0.500
H: 1.178 2.095 0.624
H: 1.399 -0.384 -1.029
H: 1.609 0.579 1.608
H: -1.626 -0.924 1.389
H: -0.702 -1.553 -0.071
H: 1.970 -1.789 -1.186
H: -1.314 0.499 -1.384
H: -2.224 1.179 0.052

***

Entry C
A single C4H8O molecule, computed with ωB97M-V/def2-TZVPD.

SMILES: CCCC=O
2S+1: 1
HOMO energy: -9.85 eV

Element x y z (Å)
O: 0.605 1.575 -2.019
C: -0.024 -0.388 1.761
C: 0.495 0.160 0.435
C: -0.383 -0.218 -0.754
C: -0.053 0.562 -2.005
H: 0.568 1.251 0.478
H: 0.638 -0.102 2.586
H: -0.472 0.155 -2.950
H: -1.445 -0.021 -0.535
H: -0.090 -1.482 1.751
H: -1.022 0.005 1.985
H: 1.513 -0.205 0.250
H: -0.330 -1.291 -0.983

***

Which is most stable, and by how much? entry C, by 37.9 kcal/mol.

***

Entry A
A single C3H8N2O2 molecule, computed with ωB97M-V/def2-TZVPD.

SMILES: C[C@@H](N)C[N+](=O)[O-]
2S+1: 1
HOMO energy: -10.11 eV

Element x y z (Å)
O: -1.985 0.744 1.431
O: -2.938 0.828 -0.506
N: -2.052 0.540 0.250
N: 0.807 0.174 1.252
C: 1.420 -0.443 -0.885
C: -0.803 0.266 -0.490
C: 0.314 -0.574 0.160
H: -0.355 1.359 -0.426
H: 1.397 -0.474 1.808
H: 1.202 -0.857 -1.800
H: 1.680 0.641 -0.970
H: 2.411 -0.829 -0.557
H: -1.113 -0.029 -1.532
H: -0.065 -1.724 0.334
H: 0.080 0.379 1.933

***

Entry B
2 unconnected molecules or ions with the total composition C3H8N2O2, computed with ωB97M-V/def2-TZVPD.

SMILES: [H]/N=C\CC.O=NO
2S+1: 1
HOMO energy: -9.84 eV

Element x y z (Å)
O: 1.730 1.417 -3.136
O: 1.084 -0.586 -2.826
N: 1.953 0.416 -2.583
N: 0.380 -1.584 -0.417
C: 0.070 -0.414 -0.046
C: -1.059 0.007 0.852
C: -0.771 0.781 2.119
H: -1.577 0.756 0.208
H: -0.113 -2.379 -0.176
H: 1.195 -1.263 -2.166
H: -1.644 -0.825 1.203
H: -1.601 1.484 2.536
H: 0.709 0.277 -0.554
H: 0.033 1.611 1.975
H: -0.390 0.303 3.009

***

Which is most stable, and by how much? entry A, by 5.2 kcal/mol.

***

Entry A
A single C3H8N2O2 molecule, computed with ωB97M-V/def2-TZVPD.

SMILES: NC(=O)NCCO
2S+1: 1
HOMO energy: -9.38 eV

Element x y z (Å)
O: -1.471 0.633 1.270
O: 0.222 1.962 -0.119
N: 2.281 1.110 -0.358
N: 0.500 -0.334 -0.518
C: -0.815 -0.976 -0.487
C: 0.909 0.983 -0.350
C: -1.671 -0.651 0.754
H: -0.506 0.756 1.418
H: -1.378 -0.815 -1.416
H: 2.612 2.030 -0.126
H: -0.601 -2.051 -0.433
H: -1.502 -1.390 1.550
H: -2.721 -0.772 0.447
H: 1.207 -0.914 -0.937
H: 2.935 0.427 -0.696

***

Entry B
2 unconnected molecules or ions with the total composition C3H8N2O2, computed with ωB97M-V/def2-TZVPD.

2S+1: 1
HOMO energy: -9.47 eV

Element x y z (Å)
O: 0.786 1.013 -1.109
O: 1.329 1.324 1.042
N: -0.366 -0.236 1.632
N: -0.847 -0.800 -0.528
C: -1.209 -1.847 -1.475
C: 1.484 1.492 -0.180
C: -1.054 -0.937 0.747
H: 2.363 2.085 -0.501
H: -1.846 -1.577 1.127
H: -2.045 -2.430 -1.089
H: -0.081 -0.071 -0.835
H: 0.275 0.571 1.345
H: -0.609 -0.358 2.592
H: -0.394 -2.567 -1.587
H: -1.455 -1.402 -2.435

***

Which is most stable, and by how much? entry B, by 2.7 kcal/mol.